{
  "formula": "C4H9NO2S",
  "method": "ωB97M-V with the def2-TZVPD basis set",
  "symbols": ["C", "C", "C", "C", "N", "O", "O", "S", "H", "H", "H", "H", "H", "H", "H", "H", "H"],
  "coordinates": [[1.087447, 0.981504, 0.695067], [0.221390, -1.295290, 0.061731], [0.025409, 0.264054, -0.042146], [-1.397799, 0.552190, 0.346164], [-3.754992, -0.785622, -0.419734], [-3.912984, -1.984531, -0.420885], [-4.493366, -0.126598, 0.442962], [-2.059611, 1.932549, -0.159565], [1.355396, 0.480182, 1.571791], [0.835202, 2.036505, 0.770363], [1.974124, 0.988322, 0.180215], [-0.772030, -1.826676, -0.143554], [0.917418, -1.656720, -0.600154], [0.557887, -1.499861, 1.050289], [0.153615, 0.369772, -1.104779], [-1.927577, -0.185107, 1.076442], [-4.052097, 0.936480, 0.365879]],
  "atomic_forces_ev_per_a": [[-1.3, 1.5, 0.0], [-3.2, 1.0, 1.0], [-0.6, -3.5, -0.8], [0.1, 0.1, 1.2], [0.9, -2.3, -1.5], [-0.3, 2.0, 0.5], [0.6, 3.8, 0.7], [-0.8, -0.2, 0.3], [-0.1, -0.3, 2.0], [-0.1, 0.1, 0.7], [2.2, -0.2, -1.8], [1.4, 0.6, 0.3], [1.7, -0.7, -1.7], [0.1, -0.6, 0.9], [-0.4, 1.0, -0.5], [1.0, 1.3, -1.4], [-1.3, -3.6, 0.1]],
  "smiles": "CC(C)C=S.O=NO",
  "gap_ev": [8.7, 8.7],
  "multiplicity": 1
}

=====

{
  "formula": "C4H9NO3",
  "method": "ωB97M-V with the def2-TZVPD basis set",
  "symbols": ["C", "N", "C", "O", "O", "H", "H", "H", "H", "H", "C", "C", "O", "H", "H", "H", "H"],
  "coordinates": [[-2.137798, 1.167843, 0.010700], [-1.182565, 0.083162, 0.151263], [-0.466298, -0.426455, -1.009200], [-1.643291, -0.953679, 0.981724], [-0.277508, -1.619847, -1.137039], [-1.317910, -1.759229, 0.523389], [-0.280243, 0.345835, -1.762654], [-1.574133, 2.102250, -0.022518], [-2.835259, 1.200951, 0.844712], [-2.701069, 1.054925, -0.915736], [2.549545, -0.638981, 0.348180], [1.518504, 0.450386, 0.311016], [1.673132, 1.533777, -0.201721], [0.310209, 0.239569, 0.791146], [3.454634, -0.336433, -0.178206], [2.129847, -1.535291, -0.114833], [2.780203, -0.908783, 1.379777]],
  "atomic_forces_ev_per_a": [[0.2, 0.2, -0.6], [-0.1, -1.2, -1.8], [-3.2, -0.3, 0.8], [0.1, -0.2, -0.3], [0.4, 1.1, 0.3], [-0.2, 0.2, 0.1], [0.4, 0.0, 0.2], [-0.1, 0.0, 0.0], [0.3, -0.2, 0.1], [-0.2, 0.1, 0.0], [0.1, 0.0, -0.2], [-2.2, -0.2, 2.1], [0.2, -0.1, -0.3], [4.5, 0.5, -0.5], [0.0, 0.0, 0.0], [0.0, 0.0, 0.0], [0.0, 0.1, 0.1]],
  "smiles": "CN(O)C=O.CC=O",
  "gap_ev": 8.7,
  "multiplicity": 1
}

=====

{
  "formula": "C4H9NO3",
  "method": "ωB97M-V with the def2-TZVPD basis set",
  "symbols": ["O", "C", "C", "C", "N", "C", "O", "H", "H", "H", "H", "H", "H", "H", "H", "O", "H"],
  "coordinates": [[1.482328, -1.270103, 0.741488], [1.256792, -1.120580, -0.638612], [-0.027977, -0.380699, -0.999528], [-1.312632, -0.700353, -0.197991], [-1.445075, 0.704116, 0.204484], [-0.126992, 1.078278, -0.548835], [0.205592, 2.118371, -1.076740], [1.430988, -0.416331, 1.201732], [2.099567, -0.597839, -1.124979], [1.205955, -2.134999, -1.057453], [-0.189508, -0.441058, -2.084924], [-2.126771, -1.075529, -0.832346], [-1.141142, -1.350073, 0.669583], [-2.309547, 1.233388, 0.187459], [-0.459336, 1.013866, 1.701000], [0.662409, 1.270698, 1.666760], [0.795342, 2.068843, 2.188894]],
  "atomic_forces_ev_per_a": [[-0.2, -0.2, 0.1], [0.2, -0.1, -0.3], [0.8, -0.7, 0.9], [0.1, -0.2, -0.3], [2.1, 1.0, 0.0], [-3.4, 1.6, -2.5], [-0.3, -1.9, 1.8], [0.0, 0.1, -0.2], [-0.2, -0.1, 0.1], [0.1, 0.2, 0.1], [0.1, 0.3, 0.3], [0.2, 0.1, 0.3], [-0.1, 0.0, -0.3], [0.2, 0.0, -0.3], [4.1, 1.1, -0.4], [-3.7, -1.2, 0.9], [0.0, 0.0, 0.0]],
  "smiles": "O=C1NC[C@@H]1CO.O",
  "gap_ev": 10.3,
  "multiplicity": 1
}

=====

{
  "formula": "C4H9NO3",
  "method": "ωB97M-V with the def2-TZVPD basis set",
  "symbols": ["O", "C", "C", "C", "N", "C", "O", "H", "H", "H", "H", "H", "H", "H", "H", "O", "H"],
  "coordinates": [[0.735235, -1.239516, -1.629583], [-0.260409, -0.453752, -1.029920], [-0.822909, -1.099495, 0.228760], [-1.191288, 0.088251, 1.121075], [-0.159791, 1.075105, 0.790716], [0.293873, 0.911286, -0.574028], [0.539790, 1.854559, -1.325683], [0.788369, -1.026838, -2.566685], [-1.080662, -0.234696, -1.737225], [-1.676983, -1.756483, 0.031491], [-0.028344, -1.693422, 0.703838], [-2.185604, 0.485828, 0.873745], [-1.170888, -0.154135, 2.190191], [-0.272414, 2.029807, 1.115773], [1.591126, 0.805728, 1.224771], [2.407913, 0.667693, 0.414553], [2.492981, -0.259918, 0.168210]],
  "atomic_forces_ev_per_a": [[0.0, -0.5, -0.2], [0.4, 0.1, 0.1], [0.1, -0.2, 0.1], [0.0, 0.3, 0.1], [0.6, 0.0, -0.5], [-2.7, 2.9, -0.7], [0.2, -2.0, 1.4], [0.1, 0.1, 0.1], [0.3, 0.1, 0.2], [0.2, 0.1, 0.0], [-0.2, 0.1, -0.1], [0.1, -0.2, 0.0], [0.0, 0.0, -0.3], [-0.1, -0.1, -0.3], [3.4, -1.2, -3.6], [-2.3, 0.8, 3.2], [-0.2, -0.2, 0.4]],
  "smiles": "O=C1NCC[C@@H]1O.O",
  "gap_ev": 10.2,
  "multiplicity": 1
}

=====

Calculated values (kJ/mol) of energy relative to the best compared isomer or geometry (same formula, charge and spin) for the records, taken in order: 513.2, 446.4, 266.5, 202.6.
Calculated values (g/mol) of molar mass for the records, taken in order: 135.19, 119.12, 119.12, 119.12.
Calculated values (eV) of E_tot for the records, taken in order: -20709.714, -11922.915, -11924.779, -11925.441.